(1)
{
  "formula": "C9H10BNO4",
  "method": "ωB97M-V with the def2-TZVPD basis set",
  "symbols": ["C", "C", "O", "N", "C", "C", "O", "C", "C", "C", "C", "B", "O", "O", "C", "H", "H", "H", "H", "H", "H", "H", "H", "H", "H"],
  "positions_angstrom": [[3.2936, 2.0274, -0.0398], [2.6294, 0.6469, -0.0838], [3.3714, -0.3549, -0.2129], [1.2763, 0.5870, 0.0248], [0.3572, -0.4799, -0.0309], [0.6024, -1.8869, -0.1242], [1.7898, -2.4398, -0.1403], [-0.4893, -2.7223, -0.1194], [-1.7761, -2.2752, 0.1191], [-2.0556, -0.9166, 0.0738], [-0.9921, 0.0418, 0.0220], [-1.7025, 1.4460, 0.0967], [-1.0865, 2.6078, 0.0442], [-3.1458, 1.2872, 0.2170], [-3.3279, -0.1785, 0.1606], [3.8382, 2.3005, 0.8890], [2.4708, 2.6595, -0.0925], [4.0581, 2.1434, -0.8047], [0.8179, 1.5779, -0.0136], [2.5398, -1.8779, -0.2933], [-0.3162, -3.8373, -0.3450], [-2.5926, -3.0675, 0.0174], [-1.7917, 3.2173, 0.3369], [-3.8777, -0.1154, -0.7761], [-3.8909, -0.3905, 1.0748]],
  "forces_ev_per_angstrom": [[0.409, -1.126, 0.894], [2.408, -1.767, 0.132], [-1.229, 1.101, 0.055], [0.371, 3.153, -0.379], [-1.965, 0.748, -0.005], [-0.260, 2.678, 0.346], [0.200, -2.390, -0.079], [-0.521, -2.160, -0.137], [-1.699, -1.292, -1.584], [1.937, 1.556, 0.517], [-0.149, -2.625, -0.082], [-1.945, -3.162, 0.012], [-0.281, 2.294, 0.541], [4.131, -0.288, 0.310], [-1.720, 1.489, -0.061], [-0.561, -0.819, -0.184], [-0.942, 2.073, -0.558], [-0.489, -0.092, -0.384], [0.942, -2.725, 0.253], [0.797, 1.565, -0.036], [-0.139, 1.906, 0.689], [1.006, 1.351, 0.502], [0.698, 0.516, -0.359], [-0.671, -1.533, 0.135], [-0.329, -0.452, -0.537]],
  "molar_mass_da": 207.0,
  "smiles": "CC(=O)Nc1c(O)ccc2c1B(O)OC2",
  "gap_ev": 8.4,
  "relative_energy_kcal_mol": 0.0,
  "e_tot_ha": -729.61443
}



(2)
{
  "formula": "C9H10BeF3NO2",
  "method": "ωB97M-V with the def2-TZVPD basis set",
  "symbols": ["C", "C", "C", "C", "C", "Be", "N", "C", "C", "H", "H", "H", "H", "H", "H", "H", "H", "H", "H", "F", "C", "F", "F", "C", "O", "O"],
  "positions_angstrom": [[-0.4930, 1.0037, -2.4161], [0.7726, 1.6352, -2.4110], [1.0177, 2.0236, -1.0240], [-0.1424, 1.6679, -0.2639], [-0.9959, 0.8263, -1.0633], [-0.1728, -1.1904, -0.4541], [-3.1405, 0.6697, 0.2413], [0.5118, -2.4539, -1.1443], [1.6329, -1.7910, -0.6545], [1.9389, 2.4197, -0.6159], [1.5059, 1.7406, -3.2249], [-0.3120, 2.0334, 0.7374], [-2.5119, 0.8799, -0.5722], [-0.9717, 0.6269, -3.3470], [2.0976, -0.9559, -1.2105], [0.2591, -3.5152, -0.8069], [-3.5155, -0.2481, -0.0605], [2.1365, -2.0933, 0.2087], [0.2568, -2.4284, -2.2162], [0.6785, -0.1661, 4.4789], [0.1125, 0.2894, 3.3029], [-1.0594, 0.9340, 3.7243], [0.9375, 1.3619, 2.9144], [-0.0974, -0.8414, 2.2662], [-0.4648, -1.9463, 2.6054], [0.0189, -0.4823, 1.0058]],
  "forces_ev_per_angstrom": [[0.560, -0.955, -0.579], [-0.019, 0.118, 1.314], [-1.686, -0.267, -0.577], [1.556, 0.027, -1.577], [1.255, 0.240, -0.775], [-2.123, 5.010, 2.088], [-1.003, -0.668, 0.771], [-1.440, -4.877, -2.086], [2.180, 1.299, -1.709], [0.008, 0.377, -0.052], [-0.512, -0.036, 0.205], [0.025, -0.579, 0.205], [-0.035, 0.685, -0.716], [0.323, 0.005, 0.732], [-0.433, -0.405, 0.286], [0.497, 1.385, 0.051], [0.075, 0.123, 0.124], [0.465, -0.365, 1.345], [0.393, 0.408, 0.241], [-0.417, 0.009, -1.213], [0.262, 3.009, 1.688], [1.460, -1.434, -0.961], [-1.123, -2.104, 0.244], [-0.797, -0.130, -4.298], [0.196, -0.187, 1.609], [0.333, -0.689, 3.638]],
  "molar_mass_da": 230.2,
  "gap_ev": [4.3, 4.1],
  "charge": -2,
  "e_tot_ha": -868.29487
}



(3)
{
  "formula": "C9H10BrFN3O",
  "method": "ωB97M-V with the def2-TZVPD basis set",
  "symbols": ["C", "C", "C", "C", "C", "C", "C", "C", "C", "N", "N", "N", "O", "F", "Br", "H", "H", "H", "H", "H", "H", "H", "H", "H", "H"],
  "positions_angstrom": [[-1.7037, -0.8836, 0.6184], [-2.8989, -1.5911, 0.4406], [-2.6528, -1.2307, -1.9494], [-0.9583, -0.3913, -0.4499], [-1.5296, -0.5198, -1.7480], [-3.3215, -1.7897, -0.8572], [0.6720, 1.4503, -0.8581], [1.0260, 0.1262, 1.0170], [3.1911, 0.9969, 1.6579], [0.1525, 0.3675, -0.1338], [1.8826, 1.7847, -0.6679], [2.3602, 0.5042, 0.5614], [2.7395, 2.6785, -0.6935], [-0.8118, 0.0948, -2.7414], [-4.8757, -2.7390, -1.2818], [-1.4618, -0.7824, 1.6452], [-3.3897, -1.8531, 1.2790], [-3.0218, -1.3422, -2.8988], [-0.0471, 2.0388, -1.5056], [0.6780, 0.5566, 1.9180], [0.8408, -0.9054, 1.1736], [2.7657, 0.9902, 2.6701], [4.0318, 0.4689, 1.5769], [3.4060, 2.0120, 1.3292], [2.9268, -0.0412, -0.1017]],
  "forces_ev_per_angstrom": [[-0.870, -0.765, -0.871], [2.337, 1.311, -3.091], [0.153, -0.118, 1.643], [-2.154, -0.165, 0.222], [2.690, 0.984, 1.265], [-0.315, 0.111, -0.159], [-3.193, -0.357, -0.264], [-0.869, -1.926, -2.670], [-2.265, 2.480, -0.780], [2.709, 2.843, -0.906], [2.710, 1.480, 1.349], [-1.283, 0.007, 1.090], [-1.921, -1.335, -0.418], [-0.805, -0.568, 0.252], [-0.307, -0.211, 0.210], [0.778, 0.514, 0.700], [-1.869, -1.253, 2.394], [-0.856, -0.286, -2.183], [1.457, -0.734, 0.516], [0.274, 1.469, 0.799], [0.801, -1.461, 0.364], [-0.213, -0.189, -0.661], [3.590, -1.924, 0.336], [0.357, 0.574, 0.367], [-0.937, -0.479, 0.498]],
  "molar_mass_da": 275.1,
  "gap_ev": 7.3,
  "relative_energy_kcal_mol": 44.1,
  "charge": 1,
  "e_tot_ha": -3261.91368
}



(4)
{
  "formula": "C9H10ClCoO5",
  "method": "ωB97M-V with the def2-TZVPD basis set",
  "symbols": ["Co", "O", "C", "O", "C", "C", "C", "C", "C", "O", "C", "C", "O", "O", "H", "H", "H", "H", "H", "H", "H", "H", "Cl", "C", "H", "H"],
  "positions_angstrom": [[1.4160, 0.6054, -1.2149], [-1.2710, -1.9056, -2.6862], [-0.6496, -1.1681, -1.9597], [0.5423, -0.6675, -2.2645], [-1.1746, -0.8817, -0.5419], [-0.1329, -1.3989, 0.4624], [-0.7289, -1.5534, 1.8555], [-0.7945, -0.0841, 2.3427], [-0.3327, 0.6692, 1.1089], [0.7416, -0.2275, 0.5881], [-1.3396, 0.6012, -0.0438], [-1.0864, 1.7004, -1.0892], [-2.0080, 2.2383, -1.6394], [0.1886, 2.0015, -1.2889], [-2.1182, -1.4172, -0.4679], [0.4786, -2.2306, 0.1140], [-0.0936, -2.1633, 2.4933], [-1.7075, -2.0245, 1.8029], [-0.1073, 0.0936, 3.1649], [-1.7998, 0.2090, 2.6501], [0.0906, 1.6554, 1.2780], [-2.3611, 0.7453, 0.3014], [3.6265, 1.2713, 0.2919], [3.3429, 1.2191, -1.4412], [3.9788, 0.4994, -1.9429], [3.2997, 2.2132, -1.8736]],
  "forces_ev_per_angstrom": [[-0.088, -0.100, -0.116], [0.165, 0.210, 0.074], [0.119, -0.050, -0.135], [-0.274, -0.042, 0.236], [0.105, -0.047, -0.028], [0.310, -0.129, -0.339], [0.100, 0.093, 0.038], [-0.159, -0.116, -0.142], [0.424, -0.048, -0.279], [-0.510, 0.294, 0.500], [-0.114, 0.017, -0.077], [0.167, -0.183, 0.168], [-0.115, 0.177, -0.123], [-0.179, -0.029, 0.032], [0.039, -0.002, 0.036], [-0.137, 0.020, -0.005], [0.038, 0.007, 0.016], [-0.029, -0.028, -0.010], [0.010, 0.006, 0.081], [0.115, 0.056, -0.032], [0.033, -0.032, 0.021], [0.002, 0.031, 0.037], [0.039, 0.040, -0.076], [-0.161, -0.173, 0.099], [0.042, 0.031, 0.031], [0.056, -0.002, -0.009]],
  "molar_mass_da": 292.6,
  "multiplicity": 5,
  "s2": 6.01,
  "gap_ev": [10.0, 7.2],
  "e_tot_ha": -2568.07805
}



(5)
{
  "formula": "C9H10ClN",
  "method": "ωB97M-V with the def2-TZVPD basis set",
  "symbols": ["Cl", "N", "C", "C", "C", "C", "C", "C", "C", "C", "C", "H", "H", "H", "H", "H", "H", "H", "H", "H", "H"],
  "positions_angstrom": [[2.8938, 1.5487, -0.1288], [2.2774, 0.3746, 0.9974], [1.1609, -0.5268, 0.0844], [-0.2158, 0.1206, 0.0512], [-1.0331, 0.0676, 1.1184], [-2.3236, 0.5780, 1.0550], [-2.7852, 1.2649, -0.0751], [-1.8917, 1.4231, -1.1759], [-0.6258, 0.9088, -1.0971], [1.2992, -1.9804, 0.2627], [1.8694, -1.2531, -0.9971], [1.9230, 0.8205, 1.8809], [-0.5656, -0.5642, 1.9753], [-3.1782, 0.5200, 1.8604], [-3.7566, 1.6226, 0.0707], [-1.9984, 1.9408, -2.0395], [0.0560, 0.9936, -1.8731], [0.4919, -2.6348, -0.0210], [1.9577, -2.4630, 0.9627], [2.9932, -1.2364, -0.9343], [1.4514, -1.5250, -1.9771]],
  "forces_ev_per_angstrom": [[-0.239, 0.260, 0.734], [-1.514, -2.094, -1.496], [0.672, 2.541, 2.371], [1.378, 1.559, -3.148], [0.381, -2.278, 2.626], [-2.552, 0.736, 0.829], [2.642, -0.987, 0.106], [0.206, -1.087, 2.972], [-0.221, -2.163, 3.039], [0.297, -0.661, -1.145], [1.463, -0.990, 0.831], [-0.122, -0.215, -1.659], [-1.477, 1.258, -1.078], [2.392, -0.242, -1.141], [-1.317, 0.763, -0.778], [-1.468, 1.740, -2.359], [1.094, 0.291, -1.481], [-0.650, 0.249, 0.353], [0.418, 0.382, 0.127], [-1.390, 0.439, -0.357], [0.006, 0.498, 0.655]],
  "molar_mass_da": 167.6,
  "smiles": "ClNC1(c2ccccc2)CC1",
  "gap_ev": 9.7,
  "relative_energy_kcal_mol": 70.5,
  "e_tot_ha": -863.76365
}



(6)
{
  "formula": "C9H10ClNO",
  "method": "ωB97M-V with the def2-TZVPD basis set",
  "symbols": ["C", "C", "N", "Cl", "C", "O", "C", "C", "C", "C", "C", "C", "H", "H", "H", "H", "H", "H", "H", "H", "H", "H"],
  "positions_angstrom": [[-1.5271, 1.5449, -0.9810], [-2.0337, 0.3477, -0.0772], [-3.1406, 0.6279, 0.7216], [-2.2501, -1.2849, -1.0621], [-0.8845, -0.5293, 0.9879], [-1.2336, -1.0384, 2.0132], [0.4906, -0.6751, 0.4518], [1.0438, -1.7110, -0.2946], [2.3607, -1.5649, -0.7420], [3.1373, -0.5354, -0.2792], [2.5707, 0.4983, 0.4882], [1.2070, 0.4458, 0.7890], [-2.3059, 2.2605, -1.0814], [-1.2403, 1.3178, -2.0372], [-0.5817, 2.0380, -0.4486], [-3.9095, 1.2339, 0.2915], [-3.2123, -0.0300, 1.4488], [0.4139, -2.4249, -0.6688], [2.8957, -2.3677, -1.1925], [4.1236, -0.4702, -0.6347], [3.3472, 1.1338, 0.9357], [0.7288, 1.1831, 1.3716]],
  "forces_ev_per_angstrom": [[2.292, -0.877, 1.030], [1.638, -0.686, 1.647], [0.372, 2.356, -2.766], [-0.239, 0.350, -0.604], [-1.541, 0.201, -1.700], [-0.622, 0.692, -0.323], [-0.344, 0.376, -0.533], [1.124, 2.374, 0.084], [-0.520, -0.724, 1.328], [-1.593, 1.217, 0.199], [1.071, -0.878, 0.028], [2.300, -0.217, -0.015], [-0.723, 0.753, 0.295], [-0.054, -0.443, 1.116], [-2.167, -0.968, -1.178], [1.428, -1.830, 1.352], [-1.043, -0.602, 1.056], [-1.268, -2.096, -0.570], [-0.137, -0.545, -0.886], [1.329, 0.082, 0.043], [-1.031, 0.540, -0.237], [-0.269, 0.925, 0.634]],
  "molar_mass_da": 183.6,
  "smiles": "C[C@@](N)(Cl)C(=O)c1ccccc1",
  "gap_ev": 9.9,
  "relative_energy_kcal_mol": 41.7,
  "e_tot_ha": -939.07940
}



What did the second record say?
{
  "formula": "C9H10BeF3NO2",
  "method": "ωB97M-V with the def2-TZVPD basis set",
  "symbols": ["C", "C", "C", "C", "C", "Be", "N", "C", "C", "H", "H", "H", "H", "H", "H", "H", "H", "H", "H", "F", "C", "F", "F", "C", "O", "O"],
  "positions_angstrom": [[-0.4930, 1.0037, -2.4161], [0.7726, 1.6352, -2.4110], [1.0177, 2.0236, -1.0240], [-0.1424, 1.6679, -0.2639], [-0.9959, 0.8263, -1.0633], [-0.1728, -1.1904, -0.4541], [-3.1405, 0.6697, 0.2413], [0.5118, -2.4539, -1.1443], [1.6329, -1.7910, -0.6545], [1.9389, 2.4197, -0.6159], [1.5059, 1.7406, -3.2249], [-0.3120, 2.0334, 0.7374], [-2.5119, 0.8799, -0.5722], [-0.9717, 0.6269, -3.3470], [2.0976, -0.9559, -1.2105], [0.2591, -3.5152, -0.8069], [-3.5155, -0.2481, -0.0605], [2.1365, -2.0933, 0.2087], [0.2568, -2.4284, -2.2162], [0.6785, -0.1661, 4.4789], [0.1125, 0.2894, 3.3029], [-1.0594, 0.9340, 3.7243], [0.9375, 1.3619, 2.9144], [-0.0974, -0.8414, 2.2662], [-0.4648, -1.9463, 2.6054], [0.0189, -0.4823, 1.0058]],
  "forces_ev_per_angstrom": [[0.560, -0.955, -0.579], [-0.019, 0.118, 1.314], [-1.686, -0.267, -0.577], [1.556, 0.027, -1.577], [1.255, 0.240, -0.775], [-2.123, 5.010, 2.088], [-1.003, -0.668, 0.771], [-1.440, -4.877, -2.086], [2.180, 1.299, -1.709], [0.008, 0.377, -0.052], [-0.512, -0.036, 0.205], [0.025, -0.579, 0.205], [-0.035, 0.685, -0.716], [0.323, 0.005, 0.732], [-0.433, -0.405, 0.286], [0.497, 1.385, 0.051], [0.075, 0.123, 0.124], [0.465, -0.365, 1.345], [0.393, 0.408, 0.241], [-0.417, 0.009, -1.213], [0.262, 3.009, 1.688], [1.460, -1.434, -0.961], [-1.123, -2.104, 0.244], [-0.797, -0.130, -4.298], [0.196, -0.187, 1.609], [0.333, -0.689, 3.638]],
  "molar_mass_da": 230.2,
  "gap_ev": [4.3, 4.1],
  "charge": -2,
  "e_tot_ha": -868.29487
}